10 unconnected molecules or ions with the total composition C25H53Cl18N4, computed with ωB97M-V with the def2-TZVPD basis set.

- DFT total energy: -9486.607067 a.u.
- Gap between HOMO and LUMO: 8.29 eV
- F_max: 2.3 eV/A
- Total charge: +1
- Highest occupied orbital energy: -11.8 eV

Each line ends with the Löwdin charge.
Atoms and positions in Å:
C  2.716423  3.483740  -2.783691  -0.131
C  3.678005  2.662622  -3.640777  -0.236
C  4.386186  1.565703  -2.864390  -0.210
N  3.506482  0.555501  -2.260777  0.012
N  2.849256  0.942394  -1.076155  0.084
C  3.386068  0.986629  0.124780  -0.330
N  2.654839  0.511644  1.179777  0.114
C  3.188590  1.060605  2.464186  -0.142
C  4.602982  0.559773  2.627630  -0.166
C  5.354169  0.595955  1.286939  -0.133
N  4.633414  1.492731  0.357074  0.068
H  2.395875  4.393063  -3.269237  0.070
H  3.209610  3.729787  -1.845568  0.066
H  1.842400  2.890611  -2.522388  0.034
H  4.448426  3.346313  -3.994160  0.112
H  3.175141  2.295017  -4.531326  0.108
H  5.025637  1.027198  -3.559427  0.119
H  5.057085  1.992792  -2.133384  0.103
H  2.830778  0.203063  -2.925666  0.135
H  1.870065  1.197388  -1.151797  0.162
H  1.710221  0.893434  1.085301  0.164
H  3.176969  2.147004  2.348028  0.125
H  2.560946  0.797259  3.304852  0.102
H  5.152046  1.122460  3.374991  0.122
H  4.569442  -0.487172  2.928269  0.057
H  5.314629  -0.385193  0.829812  0.108
H  6.393722  0.875976  1.388492  0.127
H  4.599860  2.455238  0.679705  0.160
Cl  4.053058  -1.837109  5.355266  0.561
C  2.491369  -2.614800  5.723691  -0.642
C  1.336999  -1.879618  5.092246  -0.660
Cl  1.069678  -0.274798  5.824595  0.544
H  2.396106  -2.671695  6.804800  0.073
H  2.535070  -3.627936  5.327641  0.076
H  0.419867  -2.450072  5.227569  0.077
H  1.498888  -1.736415  4.025694  0.045
Cl  -0.111749  -3.194320  0.538365  0.554
C  1.209347  -2.888792  -0.618375  -0.661
C  2.496408  -3.546226  -0.197847  -0.658
Cl  3.184154  -2.790649  1.267125  0.558
H  1.325766  -1.810445  -0.713501  0.040
H  0.891509  -3.290072  -1.579522  0.078
H  3.238401  -3.444374  -0.988804  0.079
H  2.350924  -4.604498  0.006210  -0.025
Cl  -1.223448  8.014635  -1.300746  0.570
C  -0.796613  6.841046  -2.571733  -0.673
C  -1.010757  5.416745  -2.133654  -0.639
Cl  0.153812  4.906432  -0.871779  0.563
H  0.235507  7.023810  -2.862747  0.073
H  -1.435797  7.047478  -3.424044  -0.036
H  -0.869974  4.747295  -2.980228  0.016
H  -2.013216  5.265776  -1.741044  0.080
Cl  1.211494  -9.959920  1.145819  0.548
C  0.767123  -8.332252  1.721897  -0.706
C  0.512724  -7.381127  0.584305  -0.656
Cl  2.008716  -6.986467  -0.316316  0.584
H  1.566545  -7.976091  2.368733  0.072
H  -0.142279  -8.433024  2.319412  -0.043
H  0.119960  -6.440589  0.971649  0.053
H  -0.204253  -7.787769  -0.123685  0.047
Cl  -1.909875  -10.621589  4.443508  0.552
C  -2.488753  -9.272219  5.452568  -0.653
C  -2.837703  -8.066222  4.621820  -0.639
Cl  -1.386967  -7.325446  3.892115  0.589
H  -1.717504  -9.044812  6.184331  0.068
H  -3.374830  -9.621042  5.980204  0.076
H  -3.306865  -7.306410  5.244768  0.078
H  -3.521489  -8.318435  3.814693  0.008
Cl  -3.090515  -8.057122  0.794049  0.573
C  -4.510912  -9.051575  0.374996  -0.641
C  -5.805542  -8.343062  0.678113  -0.652
Cl  -6.072423  -8.152252  2.431102  0.556
H  -4.432733  -9.989940  0.918374  0.073
H  -4.447825  -9.264069  -0.690753  0.076
H  -6.640213  -8.924961  0.291285  0.075
H  -5.833890  -7.354980  0.226037  0.068
Cl  -2.948094  5.485758  -5.118609  0.579
C  -2.527947  4.311531  -6.391460  -0.636
C  -2.684002  2.887843  -5.923462  -0.643
Cl  -1.463344  2.452426  -4.691342  0.530
H  -1.508834  4.512966  -6.712430  0.070
H  -3.196791  4.499590  -7.229500  0.079
H  -2.545423  2.206382  -6.760819  0.075
H  -3.667675  2.714226  -5.495459  0.072
Cl  -3.311188  8.637394  -4.066807  0.558
C  -4.795561  9.305577  -4.797484  -0.635
C  -6.042019  8.777863  -4.134966  -0.657
Cl  -6.299156  7.046210  -4.466857  0.532
H  -4.778615  9.074696  -5.859624  0.071
H  -4.746209  10.386547  -4.678844  0.076
H  -6.911606  9.308214  -4.519190  0.075
H  -6.004857  8.910272  -3.056689  0.070
Cl  -1.169513  7.971685  4.244649  0.547
C  -0.583450  6.575778  3.307265  -0.670
C  -1.395322  6.343029  2.059211  -0.698
Cl  -3.047197  5.780027  2.425578  0.540
H  -0.598297  5.705266  3.959228  0.065
H  0.449886  6.787917  3.034942  0.070
H  -0.927701  5.571253  1.451795  0.001
H  -1.473647  7.245991  1.461570  0.027

Cartesian forces, eV/Å:
C 0.27 -0.74 0.14
C 0.06 0.78 0.26
C -0.29 0.02 -1.06
N 1.25 0.54 0.40
N -0.73 0.40 -0.53
C -0.81 -0.25 0.44
N -0.07 2.29 0.31
C 0.33 0.21 -0.37
C 0.62 -0.79 0.03
C -0.73 0.16 0.43
N 1.33 -1.15 -0.73
H -0.14 0.19 -0.11
H 0.00 0.31 0.13
H -0.31 0.15 -0.07
H 0.19 -0.02 -0.18
H -0.08 -0.27 -0.09
H 0.07 -0.25 -0.01
H -0.10 -0.08 0.47
H -0.24 0.09 0.24
H -0.09 -0.56 0.05
H -0.43 -1.23 -0.13
H -0.02 0.14 0.37
H -0.23 -0.22 -0.01
H -0.18 0.09 0.26
H 0.01 0.09 0.35
H 0.17 -0.17 -0.13
H 0.08 0.25 -0.11
H -0.05 0.10 -0.36
Cl 0.04 0.02 0.00
C -0.09 -0.12 0.00
C -0.06 -0.10 -0.07
Cl 0.04 0.06 -0.06
H 0.01 0.10 0.00
H 0.02 0.03 -0.06
H 0.01 0.00 0.05
H 0.03 -0.01 0.00
Cl 0.00 0.05 0.04
C 0.00 0.02 -0.11
C 0.02 -0.08 -0.12
Cl 0.07 0.00 0.12
H -0.01 0.00 0.07
H 0.01 -0.07 0.03
H 0.00 0.05 0.02
H 0.02 0.16 0.06
Cl 0.08 -0.02 0.03
C 0.12 0.02 0.05
C -0.18 -0.03 -0.26
Cl 0.11 -0.06 0.05
H 0.02 -0.01 0.08
H -0.02 -0.07 -0.02
H 0.03 0.02 0.00
H 0.04 0.02 0.09
Cl 0.03 0.02 -0.01
C -0.09 -0.14 0.06
C -0.19 0.09 0.11
Cl 0.00 -0.18 -0.09
H 0.04 -0.02 -0.05
H 0.31 -0.13 -0.36
H 0.04 0.00 0.02
H 0.08 -0.05 -0.05
Cl 0.05 0.01 -0.02
C -0.02 -0.03 0.08
C -0.25 0.03 0.06
Cl -0.22 0.29 0.33
H 0.04 -0.01 -0.05
H -0.03 0.01 -0.05
H 0.07 0.01 0.03
H 0.09 0.00 -0.07
Cl 0.02 0.01 0.07
C -0.03 -0.14 -0.11
C -0.05 -0.01 -0.10
Cl 0.00 0.03 0.02
H 0.03 0.04 0.07
H -0.02 0.06 -0.01
H 0.02 -0.05 0.03
H 0.04 0.03 0.06
Cl 0.00 -0.10 -0.12
C 0.05 -0.01 -0.03
C -0.12 -0.03 -0.18
Cl 0.03 -0.01 0.06
H 0.01 0.00 0.05
H -0.05 -0.04 0.04
H 0.07 0.01 0.01
H 0.04 0.03 0.10
Cl -0.11 0.19 0.03
C -0.06 0.10 -0.11
C -0.06 0.08 0.04
Cl 0.02 -0.02 0.02
H 0.02 -0.09 0.02
H 0.00 -0.01 0.07
H 0.03 0.00 -0.05
H 0.04 -0.06 0.00
Cl -0.01 -0.02 0.02
C 0.08 -0.03 0.00
C 0.04 -0.03 0.00
Cl -0.02 0.00 -0.01
H -0.07 0.02 0.02
H -0.02 0.04 -0.05
H -0.01 0.03 0.07
H -0.04 0.02 0.03